Record 1
The following is a DFT calculation (wB97M-V/def2-TZVPD) of a structure of composition C39H36Cl2N12O3RbS2.

```
95
Properties=species:S:1:pos:R:3:mulliken_charge:R:1
Rb -0.120 -0.176 -0.074 0.96
C 1.990 3.372 -5.128 -1.45
N 1.334 2.880 -3.935 0.82
C 1.689 1.878 -3.122 -0.30
N 0.888 1.834 -2.080 0.20
C 0.032 2.862 -2.312 -0.52
N 0.257 3.531 -3.422 -0.93
C 3.105 4.354 -4.842 1.05
C 4.183 4.449 -5.711 -0.82
C 5.179 5.395 -5.507 -0.59
C 5.107 6.253 -4.422 -0.90
C 4.039 6.147 -3.540 0.18
C 3.041 5.205 -3.744 -0.19
C 3.976 7.074 -2.398 0.48
N 4.502 8.238 -2.287 -0.49
N 4.155 8.696 -1.001 -0.50
C 3.431 7.775 -0.485 0.45
O 3.269 6.708 -1.303 -0.23
C 2.799 7.739 0.844 0.15
C 2.474 8.936 1.467 -0.90
C 1.877 8.911 2.718 -0.57
C 1.615 7.697 3.340 -0.84
C 1.958 6.499 2.728 0.93
C 1.741 5.181 3.439 -1.37
N 1.579 4.074 2.518 0.95
C 0.567 3.791 1.684 -0.37
N 0.912 2.836 0.850 0.17
C 2.190 2.564 1.219 -0.64
N 2.647 3.287 2.217 -0.87
C 2.547 6.526 1.468 -0.08
H 1.211 3.851 -5.720 0.25
H 2.363 2.521 -5.698 0.47
H 2.513 1.207 -3.320 0.44
H -0.776 3.119 -1.645 0.52
H 4.249 3.774 -6.558 0.41
H 6.016 5.457 -6.189 0.39
H 5.873 6.996 -4.244 0.48
H 2.206 5.136 -3.057 0.67
H 2.681 9.872 0.965 0.48
H 1.606 9.838 3.204 0.39
H 1.139 7.685 4.314 0.42
H 0.887 5.235 4.113 0.44
H 2.618 4.928 4.032 0.27
H -0.386 4.297 1.726 0.38
H 2.787 1.794 0.754 0.56
H 2.816 5.598 0.977 0.65
C 2.540 -3.680 2.756 -0.68
O 1.954 -2.605 3.497 -0.42
C 1.580 -1.547 2.752 0.41
O 1.729 -1.487 1.545 -0.45
N 1.027 -0.599 3.544 -0.17
N 0.436 0.515 2.938 -0.05
H 2.939 -4.365 3.499 0.22
H 3.338 -3.319 2.110 0.30
H 1.783 -4.185 2.157 0.29
H 0.694 -0.917 4.443 0.30
H 0.549 1.310 3.551 0.26
H -0.562 0.338 2.746 -0.22
Cl -0.984 -0.587 -2.998 0.14
C -2.205 -1.654 -3.668 -0.02
C -2.874 -1.179 -4.783 -0.81
C -3.868 -1.948 -5.362 -0.45
C -4.166 -3.179 -4.798 -0.75
C -3.482 -3.623 -3.679 0.33
Cl -3.951 -5.174 -3.048 -0.24
C -2.450 -2.894 -3.041 0.01
S -1.617 -3.468 -1.633 -0.35
H -2.615 -0.207 -5.182 0.40
H -4.403 -1.593 -6.232 0.36
H -4.939 -3.808 -5.220 0.41
C -5.878 -2.083 0.106 -0.61
C -4.842 -1.430 -0.597 -0.61
C -3.788 -0.899 0.091 -0.30
C -3.664 -0.969 1.510 0.90
C -2.499 -0.420 2.178 -0.47
C -2.558 -0.566 3.558 -0.54
C -3.618 -1.190 4.274 -0.81
C -4.684 -1.714 3.610 -0.89
C -4.731 -1.618 2.194 1.26
C -5.821 -2.167 1.467 -0.73
H -6.708 -2.522 -0.436 0.37
H -4.871 -1.371 -1.679 0.45
H -3.009 -0.403 -0.471 0.05
H -1.749 -0.189 4.192 0.21
H -3.574 -1.259 5.359 0.34
H -5.495 -2.207 4.138 0.31
H -6.610 -2.670 2.019 0.30
N 1.401 -2.967 -3.111 -0.26
C 2.150 -2.717 -2.030 0.43
N 1.694 -3.255 -0.883 -0.25
S 3.571 -1.782 -2.088 -0.46
H 0.439 -3.284 -2.971 0.00
H 1.641 -2.461 -3.944 0.24
H 0.719 -3.539 -0.860 0.13
H 2.095 -2.889 -0.033 0.10
```

Properties
* HOMO level: -0.156 hartree
* F_max: 0.62 eV/Å
* HOMO-LUMO gap: 5.72 eV
* total charge: -1
* LUMO level: 1.48 eV
* spin multiplicity: 1

***

Record 2
The following is a DFT calculation (wB97M-V/def2-TZVPD) of a cluster of 5 separate species, C39H36Cl8N2 in total.

```
85
Properties=species:S:1:pos:R:3:mulliken_charge:R:1
C -3.943 -7.363 -1.753 -1.30
C -2.956 -6.145 -1.964 0.42
C -3.150 -5.634 -3.464 -0.39
C -2.819 -4.092 -3.639 -0.81
C -1.292 -3.770 -3.202 0.39
N -1.394 -2.994 -1.915 0.21
C -1.032 -3.683 -0.770 -0.05
C -1.136 -3.037 0.527 -0.78
C -1.629 -1.636 0.628 0.76
C -1.746 -1.060 2.049 0.38
C -1.140 0.189 2.519 -0.05
C -1.333 0.546 3.931 -0.38
N -2.042 -0.260 4.806 0.00
C -2.650 -1.437 4.408 -0.41
C -2.520 -1.875 3.033 -0.54
C -1.959 -0.933 -0.613 -0.66
C -1.818 -1.682 -1.874 -0.11
H -4.987 -6.931 -1.811 0.34
H -3.845 -8.116 -2.584 0.31
H -3.850 -7.828 -0.736 0.37
H -3.198 -5.331 -1.214 0.09
H -1.875 -6.459 -1.842 -0.09
H -4.242 -5.803 -3.696 0.49
H -2.538 -6.268 -4.172 -0.04
H -2.990 -3.740 -4.696 0.29
H -3.504 -3.489 -2.970 0.43
H -0.832 -4.768 -2.970 -0.86
H -0.730 -3.218 -3.994 0.49
H -0.688 -4.748 -0.787 0.21
H -0.851 -3.585 1.454 0.50
H -0.553 0.833 1.814 0.07
H -0.899 1.470 4.389 0.50
H -2.150 -0.019 5.801 0.32
H -3.221 -2.098 5.107 0.39
H -2.980 -2.829 2.690 0.49
H -2.306 0.130 -0.590 0.43
H -2.076 -1.223 -2.859 0.48
Cl 1.344 3.945 -2.192 -0.16
C -0.372 3.802 -2.093 0.37
C -1.001 3.191 -1.014 0.46
Cl -0.107 2.539 0.321 -0.30
C -2.389 3.093 -0.983 -0.49
C -3.148 3.606 -2.025 -0.66
C -2.520 4.221 -3.101 -0.55
C -1.136 4.318 -3.134 -0.39
H -2.883 2.616 -0.143 0.50
H -4.228 3.527 -1.998 0.41
H -3.110 4.626 -3.915 0.40
H -0.652 4.798 -3.976 0.44
Cl 5.629 7.555 2.682 -0.18
C 5.234 6.041 1.954 0.44
C 3.940 5.728 1.553 0.12
Cl 2.626 6.835 1.738 -0.20
C 3.672 4.491 0.980 -0.17
C 4.692 3.567 0.804 -0.66
C 5.987 3.880 1.200 -0.43
C 6.256 5.114 1.774 -0.53
H 2.664 4.243 0.667 0.46
H 4.478 2.603 0.358 0.37
H 6.786 3.162 1.061 0.37
H 7.267 5.353 2.082 0.41
Cl 0.331 8.610 9.192 -0.18
C 0.730 8.003 7.626 0.23
C 0.084 6.903 7.072 0.35
Cl -1.179 6.062 7.903 -0.22
C 0.450 6.449 5.811 -0.70
C 1.454 7.091 5.100 0.07
C 2.096 8.193 5.650 -0.45
C 1.734 8.647 6.911 -0.40
H -0.048 5.591 5.376 0.41
H 1.735 6.730 4.118 0.10
H 2.878 8.698 5.096 0.38
H 2.239 9.507 7.335 0.41
Cl -0.376 -6.447 -5.434 -0.20
C 1.321 -6.315 -5.130 0.46
C 1.843 -6.331 -3.844 0.39
Cl 0.837 -6.505 -2.443 -0.20
C 3.214 -6.208 -3.650 -0.44
C 4.062 -6.073 -4.740 -0.55
C 3.540 -6.063 -6.027 -0.49
C 2.172 -6.183 -6.221 -0.50
H 3.626 -6.218 -2.648 0.42
H 5.130 -5.976 -4.585 0.39
H 4.201 -5.961 -6.880 0.39
H 1.770 -6.173 -7.227 0.44
```

Properties
* HOMO level: -0.431 hartree
* F_max: 2.80 eV/Å
* HOMO-LUMO gap: 4.11 eV
* total charge: +2
* LUMO level: -7.62 eV
* spin multiplicity: 1